C32H35N8O8S2Ti | wB97M-V/def2-TZVPD

Cartesian coordinates (Å):
Ti 12.35 12.75 11.80
O 10.32 13.48 11.56
C 9.47 13.90 12.47
C 8.53 14.97 12.19
C 7.70 15.42 13.19
C 7.65 14.87 14.47
C 8.47 13.82 14.71
C 9.40 13.34 13.77
C 10.23 12.23 14.23
N 11.16 11.77 13.51
N 11.80 10.67 14.00
C 12.51 10.14 13.05
O 12.74 10.69 11.93
C 12.89 8.74 13.30
C 12.43 8.08 14.41
C 12.85 6.83 14.74
C 13.69 6.15 13.90
C 14.07 6.73 12.72
C 13.65 8.00 12.38
H 8.61 15.37 11.18
H 7.11 16.33 12.95
H 7.04 15.31 15.26
H 8.42 13.42 15.68
H 10.00 11.71 15.22
H 11.72 8.66 14.96
H 12.60 6.39 15.66
H 14.09 5.20 14.17
H 14.83 6.31 12.12
H 13.83 8.44 11.39
O 14.35 13.15 11.28
N 15.05 14.03 12.07
C 16.01 14.73 11.43
C 16.85 15.60 12.02
C 16.66 15.74 13.40
C 15.67 15.07 14.08
C 14.80 14.21 13.39
S 13.50 13.39 14.03
H 16.11 14.57 10.36
H 17.54 16.18 11.38
H 17.39 16.30 13.96
H 15.45 15.38 15.08
N 11.72 12.37 9.63
C 11.16 12.45 8.62
N 10.57 12.53 7.47
C 9.59 13.67 7.22
C 10.07 14.49 6.01
O 10.47 13.66 4.90
C 11.44 12.70 5.25
C 10.98 11.71 6.31
H 9.71 14.34 8.08
H 8.60 13.18 7.16
H 10.92 15.10 6.29
H 9.35 15.29 5.69
H 12.37 13.16 5.63
H 11.73 12.14 4.33
H 11.87 11.13 6.61
H 10.14 11.07 5.98
C 7.36 18.31 7.60
C 8.49 18.94 8.41
S 10.04 17.97 8.32
O 9.89 16.61 8.80
O 10.53 18.20 6.95
C 11.08 18.80 9.53
C 12.50 18.25 9.70
N 12.55 17.26 10.72
C 12.79 15.91 10.43
N 12.50 15.15 11.48
C 12.14 16.03 12.50
C 12.13 17.30 12.05
N 11.97 18.53 12.70
O 12.24 19.62 12.08
O 11.69 18.47 13.94
C 13.22 15.30 9.12
H 6.38 18.82 7.90
H 7.14 17.25 7.70
H 7.49 18.50 6.56
H 8.33 19.06 9.54
H 8.85 19.94 8.09
H 10.53 18.92 10.49
H 11.17 19.83 9.05
H 13.02 19.21 10.06
H 12.82 17.83 8.68
H 11.75 15.68 13.40
H 13.95 15.85 8.55
H 12.29 15.21 8.50
H 13.62 14.27 9.37

Net charge = -1
M = 771.681 g mol⁻¹
Expectation value of S² = 2.02
Highest occupied orbital energy (spin up / spin down) = -2.365 / -4.746 eV
Multiplicity = 3

Per-atom Löwdin charges, elementary charge units:
1 Ti 0.964
2 O -0.206
3 C -0.333
4 C -0.003
5 C -0.117
6 C -0.125
7 C -0.077
8 C -0.145
9 C -0.086
10 N -0.130
11 N 0.043
12 C -0.495
13 O -0.136
14 C -0.129
15 C -0.040
16 C -0.099
17 C -0.114
18 C -0.105
19 C -0.008
20 H 0.095
21 H 0.103
22 H 0.099
23 H 0.088
24 H 0.151
25 H 0.098
26 H 0.091
27 H 0.095
28 H 0.084
29 H 0.116
30 O -0.275
31 N -0.173
32 C -0.052
33 C -0.069
34 C -0.070
35 C -0.066
36 C -0.685
37 S 0.792
38 H 0.130
39 H 0.119
40 H 0.098
41 H 0.110
42 N 0.179
43 C -0.221
44 N -0.072
45 C -0.060
46 C -0.164
47 O -0.130
48 C -0.220
49 C -0.100
50 H 0.104
51 H 0.135
52 H 0.107
53 H 0.143
54 H 0.133
55 H 0.133
56 H 0.138
57 H 0.131
58 C -0.125
59 C -0.295
60 S 0.655
61 O -0.331
62 O -0.363
63 C -0.243
64 C -0.168
65 N 0.030
66 C -0.304
67 N 0.036
68 C -0.063
69 C -0.171
70 N -0.411
71 O -0.147
72 O -0.103
73 C -0.017
74 H 0.099
75 H 0.071
76 H 0.056
77 H 0.123
78 H 0.099
79 H 0.113
80 H 0.126
81 H 0.135
82 H 0.142
83 H 0.082
84 H 0.066
85 H 0.071
86 H 0.068

C32H35Si | wB97M-V/def2-TZVPD

Cartesian coordinates (Å):
C -3.56 -2.46 3.91
C -3.34 -1.10 4.16
C -2.29 -0.43 3.53
C -1.48 -1.07 2.58
Si -0.15 -0.19 1.58
C -0.12 1.62 2.08
C 1.01 2.14 2.72
C 1.04 3.48 3.14
C -0.07 4.30 2.91
C -1.19 3.80 2.24
C -1.21 2.46 1.83
C 1.47 -1.02 2.02
C 1.64 -1.66 3.26
C 2.87 -2.23 3.62
C 3.94 -2.20 2.72
C 3.78 -1.58 1.47
C 2.56 -1.00 1.13
C -0.31 -0.18 -0.29
C -1.60 -0.84 -0.66
C -2.71 -0.14 -0.97
C -1.68 -2.45 2.37
C -2.72 -3.13 3.02
H -4.38 -2.99 4.40
H -4.00 -0.57 4.86
H -2.11 0.62 3.77
H 1.86 1.50 2.91
H 1.91 3.87 3.65
H -0.06 5.34 3.26
H -2.05 4.44 2.05
H -2.09 2.07 1.32
H 0.81 -1.70 3.96
H 2.99 -2.69 4.60
H 4.89 -2.66 2.98
H 4.61 -1.55 0.76
H 2.45 -0.52 0.16
H -0.27 0.86 -0.66
H 0.55 -0.71 -0.71
H -1.59 -1.94 -0.73
H -3.63 -0.64 -1.30
H -2.73 0.96 -0.87
H -1.02 -2.99 1.70
H -2.88 -4.20 2.82
C -0.71 1.74 -4.44
C -0.10 2.31 -3.22
C -0.45 3.44 -2.47
C 0.52 4.07 -1.60
C 1.95 3.61 -1.58
C 0.16 5.14 -0.80
C -1.12 5.70 -0.83
C -1.50 6.83 0.08
C -2.05 5.14 -1.73
C -1.75 4.06 -2.53
C -2.79 3.60 -3.51
H 0.06 1.08 -4.87
H -1.60 1.09 -4.32
H -0.94 2.49 -5.21
H 0.87 1.88 -3.00
H 2.55 4.22 -0.88
H 2.03 2.56 -1.25
H 2.44 3.68 -2.56
H 0.91 5.58 -0.13
H -2.55 7.12 -0.07
H -1.39 6.55 1.14
H -0.89 7.73 -0.09
H -3.04 5.60 -1.81
H -3.71 4.19 -3.36
H -2.46 3.79 -4.55
H -3.05 2.54 -3.41

Net charge = +1
M = 447.718 g mol⁻¹
Highest occupied orbital energy = -11.027 eV

Per-atom natural (NBO) charges, elementary charge units:
1 C -0.193
2 C -0.213
3 C -0.187
4 C -0.519
5 Si 1.694
6 C -0.413
7 C -0.209
8 C -0.212
9 C -0.224
10 C -0.223
11 C -0.239
12 C -0.523
13 C -0.122
14 C -0.228
15 C -0.199
16 C -0.203
17 C -0.208
18 C -0.927
19 C -0.154
20 C -0.449
21 C -0.129
22 C -0.234
23 H 0.222
24 H 0.220
25 H 0.216
26 H 0.227
27 H 0.223
28 H 0.217
29 H 0.208
30 H 0.214
31 H 0.214
32 H 0.223
33 H 0.223
34 H 0.216
35 H 0.194
36 H 0.226
37 H 0.249
38 H 0.218
39 H 0.215
40 H 0.177
41 H 0.200
42 H 0.220
43 C -0.725
44 C 0.194
45 C -0.208
46 C 0.182
47 C -0.671
48 C -0.266
49 C 0.210
50 C -0.672
51 C -0.270
52 C 0.170
53 C -0.660
54 H 0.251
55 H 0.289
56 H 0.265
57 H 0.221
58 H 0.248
59 H 0.242
60 H 0.242
61 H 0.241
62 H 0.236
63 H 0.258
64 H 0.259
65 H 0.233
66 H 0.241
67 H 0.241
68 H 0.244

C32H36Br3CrN2O3P | wB97M-V/def2-TZVPD

Cartesian coordinates (Å):
Cr 0.10 -0.14 -2.41
Br -4.45 5.68 -1.38
C -3.07 4.41 -1.60
C -1.77 4.85 -1.89
C -0.75 3.94 -2.06
C -0.99 2.56 -1.96
O 0.01 1.73 -2.10
C -2.31 2.13 -1.66
C -2.62 0.75 -1.46
N -1.85 -0.25 -1.72
C -2.26 -1.57 -1.42
C -3.55 -1.99 -1.21
C -3.82 -3.33 -0.87
C -2.81 -4.24 -0.74
C -1.48 -3.85 -0.99
C -0.37 -4.72 -0.89
C 0.88 -4.26 -1.17
C 1.05 -2.92 -1.57
N 0.05 -2.08 -1.64
C -1.21 -2.52 -1.35
C -3.33 3.08 -1.48
H -1.57 5.91 -1.98
H 0.26 4.27 -2.27
H -3.60 0.55 -1.03
H -4.38 -1.31 -1.33
H -4.85 -3.63 -0.72
H -3.02 -5.27 -0.47
H -0.54 -5.75 -0.60
H 1.75 -4.90 -1.11
H 2.02 -2.54 -1.85
H -4.33 2.74 -1.24
Br 2.55 -0.07 -2.67
C 0.35 2.26 -5.32
Br -1.49 2.36 -5.44
H 0.83 1.37 -5.70
H 0.85 2.99 -4.71
C 3.36 -0.49 3.35
C 3.06 -0.44 1.85
C 3.11 -1.88 1.30
C 4.14 0.38 1.13
P 1.36 0.18 1.33
C 0.25 -0.60 2.57
C 0.22 -0.38 3.95
C -0.70 -1.03 4.76
C -1.61 -1.92 4.21
C -1.59 -2.17 2.85
C -0.67 -1.51 2.05
C 1.21 2.04 1.64
C 1.78 2.63 2.93
C -0.31 2.31 1.59
C 1.86 2.75 0.45
H 4.39 -0.83 3.49
H 2.71 -1.19 3.86
H 3.27 0.49 3.82
H 4.05 -2.35 1.58
H 3.05 -1.86 0.21
H 2.29 -2.49 1.69
H 5.10 -0.14 1.21
H 4.26 1.36 1.58
H 3.91 0.50 0.07
H 0.93 0.30 4.41
H -0.71 -0.84 5.83
H -2.33 -2.43 4.85
H -2.29 -2.87 2.41
H -0.65 -1.70 0.98
H 1.31 2.23 3.82
H 1.60 3.71 2.93
H 2.86 2.49 2.99
H -0.82 1.91 2.47
H -0.75 1.85 0.70
H -0.49 3.39 1.54
H 2.95 2.71 0.50
H 1.57 3.81 0.47
H 1.54 2.33 -0.50
O -1.38 -2.63 -4.16
C -0.87 -1.68 -4.72
O -0.31 -0.64 -4.16
H -0.94 -1.56 -5.81

M = 819.333 g mol⁻¹
Expectation value of S² = 6.03
Highest occupied orbital energy (spin up / spin down) = -7.807 / -8.201 eV
Multiplicity = 5

Per-atom Löwdin charges, elementary charge units:
1 Cr 0.566
2 Br 0.733
3 C -0.689
4 C -0.096
5 C -0.005
6 C -0.375
7 O -0.246
8 C -0.147
9 C -0.024
10 N 0.051
11 C -0.190
12 C 0.010
13 C -0.053
14 C -0.018
15 C -0.145
16 C 0.022
17 C -0.013
18 C -0.116
19 N 0.023
20 C -0.193
21 C -0.076
22 H 0.107
23 H 0.128
24 H 0.133
25 H 0.113
26 H 0.110
27 H 0.118
28 H 0.125
29 H 0.115
30 H 0.044
31 H 0.113
32 Br 0.159
33 C -0.503
34 Br 0.665
35 H -0.014
36 H -0.014
37 C -0.092
38 C -0.700
39 C -0.115
40 C -0.103
41 P 1.160
42 C -0.354
43 C -0.100
44 C -0.078
45 C -0.088
46 C -0.078
47 C -0.102
48 C -0.686
49 C -0.086
50 C -0.095
51 C -0.104
52 H 0.086
53 H 0.072
54 H 0.063
55 H 0.087
56 H 0.050
57 H 0.075
58 H 0.088
59 H 0.066
60 H 0.042
61 H 0.084
62 H 0.104
63 H 0.101
64 H 0.098
65 H 0.066
66 H 0.062
67 H 0.087
68 H 0.065
69 H 0.077
70 H 0.059
71 H 0.091
72 H 0.066
73 H 0.087
74 H 0.042
75 O 0.035
76 C -0.448
77 O -0.246
78 H 0.138

| no. | total energy (eV) |
| --- | --- |
| 1 | -106836.765 |
| 2 | -41622.807 |
| 3 | -290731.491 |